# 1
Entry from the OMol25 dataset: a molecular structure, C25H45AlBrCaClF3N4O8S2 (wB97M-V/def2-TZVPD).

Structure (ORCA input):
```
! RIJCOSX wB97M-V def2-TZVPD def2/J DEFGRID3
* xyz 2 2
C 1.0491 -0.4037 -5.4423
C -0.4584 -0.6039 -5.6065
C -1.2368 0.0620 -4.4765
C -1.1966 -0.8241 -3.2429
O -0.7221 -0.0884 -2.0520
C 0.1338 -0.7883 -1.3507
N -0.3478 -1.8687 -0.7447
C 0.4209 -2.6773 -0.0169
S -0.3522 -4.1164 0.6919
O 0.3804 -5.2902 0.3186
O -0.5474 -3.9204 2.0902
C -2.0251 -4.2942 -0.1020
F -1.8794 -4.4751 -1.4053
F -2.5311 -5.3752 0.4165
F -2.8116 -3.2648 0.1636
C 1.7668 -2.3996 0.1346
C 2.6576 -3.3458 0.9325
C 3.7224 -3.9900 0.0240
N 3.4506 -5.3841 -0.3159
C 2.2996 -1.2506 -0.4921
C 3.7477 -0.9152 -0.3693
C 4.3677 -0.8653 1.1116
C 1.5005 -0.4352 -1.2286
C 1.9579 0.8373 -1.9081
N 2.1972 1.8785 -0.9485
C 1.3480 1.7139 0.2272
H 1.2677 0.5039 -4.8915
H 1.5637 -0.3680 -6.3905
H 1.4802 -1.2248 -4.8758
H -0.7940 -0.2328 -6.5637
H -0.6230 -1.6757 -5.5924
H -2.2663 0.0855 -4.8075
H -0.8546 1.0497 -4.2666
H -2.1397 -1.3083 -3.0223
H -0.4809 -1.6181 -3.4330
H -1.3300 -2.0819 -0.8717
H 3.1260 -2.7551 1.6959
H 2.0773 -4.1049 1.4242
H 3.7834 -3.4377 -0.9273
H 4.7105 -3.9952 0.4893
H 4.2670 -5.7680 -0.7852
H 2.7629 -5.3767 -1.0633
H 3.9925 0.0510 -0.8481
H 4.2495 -1.6734 -0.9617
H 5.0414 -0.0176 1.1584
H 4.9204 -1.8057 1.3290
H 3.5429 -0.7578 1.8142
H 2.9056 0.6333 -2.3982
H 1.2699 1.1224 -2.6859
H 3.1715 1.9396 -0.7070
H 1.4478 2.5864 0.8595
H 0.2996 1.6550 -0.0464
H 1.7071 0.8129 0.8582
C -5.9989 3.5953 2.7250
C -4.7910 4.0972 1.9029
C -4.2658 2.9685 1.0195
C -3.4971 1.8928 1.7908
C -2.3915 2.5184 2.6404
C -2.9054 3.6334 3.5484
N -3.7263 4.6313 2.8122
O -2.9276 5.3906 2.1449
C -3.7098 3.0167 4.7097
C -1.7274 4.3110 4.2229
C -5.3516 5.2025 1.0221
H -6.1309 4.1819 3.6337
H -6.9161 3.6922 2.1498
H -5.9288 2.5436 2.9984
H -3.6032 3.3834 0.2531
H -5.1023 2.5131 0.4881
H -4.1742 1.3073 2.4170
H -3.0531 1.1877 1.0869
H -1.9074 1.7447 3.2399
H -1.6198 2.9122 1.9719
H -4.1718 3.7978 5.3216
H -3.0469 2.4342 5.3527
H -4.4870 2.3323 4.3907
H -1.0003 4.7239 3.5273
H -1.1891 3.5898 4.8523
H -2.0962 5.1443 4.8597
H -5.7297 6.0309 1.6211
H -6.1743 4.8075 0.4302
H -4.6141 5.5922 0.3244
Cl 3.6265 -6.1037 1.9555
Ca 5.8827 -1.7369 -0.8474
O 8.8657 -4.3571 -3.8283
S 7.4068 -4.1540 -3.7681
O 6.8961 -4.6135 -5.0689
O 7.0744 -2.7316 -3.5422
O 6.8285 -4.9447 -2.6798
Al -1.5024 5.3622 6.8236
Br 1.1690 -0.0507 2.5987
*
```

Calculated values
HOMO energy (spin up / spin down)   -11.9 / -11.9 eV
<S²>   1.77
Frontier orbital gap (spin up / spin down)   4.58 / 4.57 eV
LUMO (spin up / spin down)   -7.27 / -7.28 eV

Per-atom Löwdin charges, elementary charge units:
1. C -0.089
2. C -0.237
3. C -0.156
4. C -0.105
5. O 0.027
6. C -0.241
7. N 0.233
8. C -0.181
9. S 0.788
10. O -0.233
11. O -0.201
12. C -0.710
13. F 0.171
14. F 0.217
15. F 0.173
16. C -0.121
17. C -0.143
18. C -0.331
19. N -0.076
20. C -0.128
21. C -0.258
22. C -0.081
23. C -0.055
24. C -0.163
25. N -0.084
26. C -0.216
27. H 0.057
28. H 0.080
29. H 0.066
30. H 0.114
31. H 0.110
32. H 0.118
33. H 0.122
34. H 0.132
35. H 0.119
36. H 0.163
37. H 0.096
38. H 0.051
39. H 0.098
40. H 0.091
41. H 0.103
42. H 0.108
43. H 0.116
44. H -0.048
45. H 0.096
46. H 0.070
47. H 0.002
48. H 0.124
49. H 0.109
50. H 0.093
51. H 0.077
52. H 0.081
53. H -0.149
54. C -0.026
55. C -0.489
56. C -0.128
57. C -0.160
58. C -0.126
59. C -0.487
60. N -0.082
61. O 0.000
62. C -0.027
63. C -0.141
64. C -0.037
65. H 0.092
66. H 0.089
67. H 0.069
68. H 0.127
69. H 0.131
70. H 0.107
71. H 0.107
72. H 0.117
73. H 0.124
74. H 0.091
75. H 0.093
76. H 0.070
77. H 0.105
78. H 0.071
79. H -0.092
80. H 0.100
81. H 0.093
82. H 0.084
83. Cl 0.262
84. Ca 1.673
85. O -0.147
86. S 0.235
87. O -0.154
88. O -0.441
89. O -0.347
90. Al 1.102
91. Br -0.056

=====

# 2
Entry from the OMol25 dataset: a molecular structure, C25H45AuN2P3SSe (wB97M-V/def2-TZVPD).

Structure (ORCA input):
```
! RIJCOSX wB97M-V def2-TZVPD def2/J DEFGRID3
* xyz 3 3
Au 1.4356 -1.4473 0.2126
P -1.3094 -0.5868 1.3409
P 1.9250 0.6724 1.2628
P 1.7990 -3.5890 1.1415
H -0.4884 1.0096 -2.0229
C -0.8968 0.2840 -2.7315
C -2.2248 0.0982 -2.8250
H -2.9337 0.9282 -2.9902
C -2.5034 0.7786 0.9808
C -1.5272 -0.7335 3.1691
C -2.3565 -1.9915 0.7935
C 3.2448 1.6017 0.4121
C 0.7247 1.9724 1.7723
C 2.6068 0.1127 2.8648
C 1.0194 -4.9271 0.1892
C 0.9908 -3.5412 2.7637
C 3.5546 -3.9994 1.3611
H -0.1466 -0.2964 -3.2827
H -2.6749 -0.9028 -2.8345
H -2.5571 0.9364 -0.1074
H -2.1869 1.7107 1.4732
H -3.4924 0.4866 1.3639
H -1.1502 0.1706 3.6680
H -0.9802 -1.6108 3.5400
H -2.5972 -0.8452 3.3810
H -2.4879 -1.9217 -0.2969
H -3.3348 -1.9296 1.2932
H -1.8684 -2.9450 1.0474
H 3.8110 2.2403 1.1057
H 2.7985 2.2436 -0.3634
H 3.9352 0.8923 -0.0592
H 1.2415 2.8269 2.2321
H 0.0024 1.5721 2.5013
H 0.1977 2.3489 0.8771
H 3.1503 0.9058 3.3929
H 3.2854 -0.7286 2.6748
H 1.7755 -0.2269 3.5023
H 1.5124 -5.8918 0.3836
H 1.0986 -4.6966 -0.8843
H -0.0459 -4.9950 0.4591
H 1.2851 -4.3917 3.3903
H -0.0992 -3.5564 2.6233
H 1.2661 -2.6061 3.2676
H 3.7599 -5.0495 1.1056
H 3.8624 -3.8193 2.4011
H 4.1483 -3.3511 0.7021
C 3.3422 -3.2110 -3.1872
C 4.6869 -3.5728 -3.4746
C 4.9767 -4.3559 -4.5908
C 3.9391 -4.8469 -5.3958
C 2.6004 -4.5987 -5.0415
C 2.2913 -3.8084 -3.9283
S 3.0695 -1.9187 -2.0852
H 1.5221 -2.2113 -1.2738
H 5.4819 -3.1879 -2.8344
H 6.0160 -4.5660 -4.8465
H 4.1664 -5.4139 -6.3028
H 1.8030 -5.0238 -5.6603
H 1.2630 -3.5937 -3.6294
C -0.8435 5.9615 0.6319
N -1.9139 5.2623 -0.0396
C -1.7351 4.2007 -0.8927
Se -0.1073 3.6408 -1.4875
N -3.0121 3.7274 -1.1212
C -3.9613 4.4299 -0.3673
C -5.2996 4.1739 -0.0914
C -5.9102 4.9753 0.8872
C -5.1947 5.9863 1.5649
C -3.8367 6.2158 1.2923
C -3.2563 5.4104 0.3115
H -1.1665 6.9909 0.7982
H 0.0449 5.9341 -0.0035
H -0.6099 5.5028 1.6051
H -3.2047 2.9077 -1.6887
H -5.8124 3.3813 -0.6440
H -6.9652 4.8364 1.1386
H -5.7068 6.5867 2.3156
H -3.2360 6.9730 1.7892
*
```

Calculated values
HOMO energy (spin up / spin down)   -15.6 / -15.6 eV
<S²>   2.03
Frontier orbital gap (spin up / spin down)   6.67 / 4.83 eV
LUMO (spin up / spin down)   -8.96 / -10.81 eV

Per-atom Löwdin charges, elementary charge units:
1. Au 0.420
2. P 0.745
3. P 0.663
4. P 0.710
5. H -0.036
6. C -0.086
7. C -0.055
8. H 0.061
9. C -0.279
10. C -0.262
11. C -0.286
12. C -0.256
13. C -0.286
14. C -0.261
15. C -0.231
16. C -0.243
17. C -0.222
18. H 0.057
19. H 0.068
20. H 0.008
21. H 0.035
22. H 0.059
23. H 0.038
24. H 0.023
25. H 0.059
26. H 0.032
27. H 0.057
28. H 0.023
29. H 0.066
30. H 0.036
31. H 0.040
32. H 0.071
33. H 0.014
34. H -0.041
35. H 0.068
36. H 0.037
37. H 0.042
38. H 0.070
39. H 0.032
40. H 0.059
41. H 0.078
42. H 0.038
43. H 0.031
44. H 0.068
45. H 0.067
46. H 0.035
47. C -0.629
48. C -0.068
49. C -0.017
50. C 0.015
51. C -0.019
52. C -0.075
53. S 0.813
54. H -0.088
55. H 0.119
56. H 0.134
57. H 0.139
58. H 0.132
59. H 0.110
60. C -0.005
61. N -0.072
62. C -0.634
63. Se 1.028
64. N 0.144
65. C -0.173
66. C 0.016
67. C -0.032
68. C -0.027
69. C 0.027
70. C -0.156
71. H 0.112
72. H 0.073
73. H 0.117
74. H 0.147
75. H 0.128
76. H 0.126
77. H 0.125
78. H 0.122

=====

# 3
Entry from the OMol25 dataset: a molecular structure, C25H45Cl2DyP (wB97M-V/def2-TZVPD).

Structure (ORCA input):
```
! RIJCOSX wB97M-V def2-TZVPD def2/J DEFGRID3
* xyz -1 6
Dy 0.5048 2.1318 0.7383
P -0.1134 -0.1341 0.5516
Cl -0.3525 1.9124 2.9488
C 2.1558 1.6650 1.3645
H 3.0849 1.6187 0.7870
H 2.2682 1.4868 2.4409
C -1.9597 -0.0460 0.7431
C 0.5637 -1.0828 2.0044
C -2.8055 -1.2774 0.3823
H -2.0471 0.1493 1.8220
C -4.2765 -1.0371 0.7570
H -2.7419 -1.4658 -0.6971
H -2.4310 -2.1714 0.8882
C -4.8304 0.2135 0.0631
H -4.8732 -1.9182 0.4921
H -4.3520 -0.9138 1.8462
C -3.9743 1.4452 0.3821
H -4.8380 0.0477 -1.0241
H -5.8700 0.3865 0.3650
C -2.5020 1.2070 0.0248
H -4.3475 2.3244 -0.1555
H -4.0387 1.6730 1.4541
H -2.3950 1.0911 -1.0619
H -1.9251 2.0990 0.3185
C 0.3193 -1.1659 -0.9475
C 2.0110 -1.5493 1.7697
H 0.5948 -0.2806 2.7531
C 2.6278 -2.0332 3.0894
H 2.0460 -2.3668 1.0391
H 2.6065 -0.7253 1.3560
C 1.7777 -3.1465 3.7151
H 3.6520 -2.3842 2.9156
H 2.6897 -1.1866 3.7862
C 0.3310 -2.6831 3.9250
H 1.7860 -4.0237 3.0517
H 2.2146 -3.4659 4.6686
C -0.3049 -2.1977 2.6120
H -0.2728 -3.4942 4.3494
H 0.3159 -1.8574 4.6491
H -0.4092 -3.0449 1.9237
H -1.3105 -1.8166 2.8157
C -0.3028 -0.6516 -2.2592
H 1.4110 -1.0345 -1.0198
C 0.2672 -1.4007 -3.4723
H -1.3899 -0.7960 -2.2211
H -0.1255 0.4168 -2.3812
C 0.0612 -2.9137 -3.3480
H -0.1990 -1.0230 -4.3898
H 1.3423 -1.1834 -3.5493
C 0.6395 -3.4329 -2.0275
H -1.0151 -3.1357 -3.3815
H 0.5198 -3.4331 -4.1976
C 0.0504 -2.6813 -0.8241
H 0.4450 -4.5066 -1.9193
H 1.7316 -3.3053 -2.0308
H -1.0291 -2.8585 -0.7831
H 0.4744 -3.0808 0.0981
C 0.4845 2.7242 -1.6364
C 1.6978 2.1140 -1.3889
H -0.3954 2.1072 -1.8011
C 2.9870 2.8912 -1.4629
H 1.7775 1.0328 -1.4494
C 2.7600 4.4005 -1.3461
H 3.6959 2.5443 -0.7010
H 3.4612 2.6566 -2.4298
C 1.6998 4.8429 -2.3597
H 2.4178 4.6384 -0.3327
H 3.7025 4.9322 -1.5175
C 0.3491 4.1549 -2.0960
H 1.5676 5.9296 -2.3299
H 2.0513 4.5903 -3.3699
H -0.2289 4.7241 -1.3624
H -0.2475 4.1325 -3.0191
Cl 0.7604 4.6215 1.4023
*
```

Calculated values
HOMO energy (spin up / spin down)   -2.7 / -2.8 eV
<S²>   9.35
Frontier orbital gap (spin up / spin down)   5.28 / 5.32 eV
LUMO (spin up / spin down)   2.56 / 2.57 eV

Per-atom Löwdin charges, elementary charge units:
1. Dy 0.314
2. P 0.925
3. Cl 0.038
4. C -0.506
5. H -0.042
6. H -0.038
7. C -0.449
8. C -0.443
9. C -0.209
10. H 0.073
11. C -0.202
12. H 0.097
13. H 0.091
14. C -0.211
15. H 0.102
16. H 0.116
17. C -0.191
18. H 0.110
19. H 0.101
20. C -0.242
21. H 0.108
22. H 0.122
23. H 0.106
24. H 0.057
25. C -0.402
26. C -0.221
27. H 0.024
28. C -0.195
29. H 0.096
30. H 0.079
31. C -0.214
32. H 0.104
33. H 0.118
34. C -0.200
35. H 0.108
36. H 0.099
37. C -0.201
38. H 0.101
39. H 0.118
40. H 0.096
41. H 0.101
42. C -0.207
43. H 0.107
44. C -0.195
45. H 0.105
46. H 0.068
47. C -0.211
48. H 0.106
49. H 0.115
50. C -0.200
51. H 0.111
52. H 0.102
53. C -0.203
54. H 0.104
55. H 0.114
56. H 0.099
57. H 0.077
58. C -0.231
59. C -0.212
60. H 0.070
61. C -0.197
62. H 0.092
63. C -0.219
64. H 0.090
65. H 0.118
66. C -0.194
67. H 0.017
68. H 0.108
69. C -0.200
70. H 0.106
71. H 0.107
72. H 0.083
73. H 0.111
74. Cl -0.181

=====

- <S²> of number 2 (C25H45AuN2P3SSe)?
  2.03

=====

- Among the records above, which one has the highest <S²>?
  C25H45Cl2DyP